Entry 1:
Below is an isolated molecule of C4H4F3N in a non-equilibrium geometry, with properties calculated with ωB97M-V with the def2-TZVPD basis set.

- 2S+1: 3
- Total charge: 0

Geometry (Å):
C (-0.841457, 1.096587, -0.941696)
C (-0.919272, -0.962455, 0.583988)
C (1.227253, 0.410623, 0.310429)
C (-0.038111, -0.044854, -0.556479)
N (-1.424933, 2.005224, -1.275580)
F (2.051512, 1.229025, -0.489389)
F (2.025086, -0.654814, 0.549881)
F (0.381093, -0.650395, -1.670282)
H (-0.309926, -1.435434, 1.337763)
H (-1.484925, -1.711354, 0.026458)
H (-1.595718, -0.315306, 1.001232)
H (0.929399, 1.033153, 1.123675)

Atomic forces in eV per Å
8.824 -14.830 5.201
1.780 -0.455 -3.120
1.371 -0.013 -3.374
-1.689 1.566 3.186
-8.634 13.832 -4.810
-1.064 -0.406 0.576
-0.465 0.069 0.868
0.808 -1.298 -0.748
0.476 0.006 -0.027
0.254 0.039 -0.043
-1.579 1.661 1.166
-0.081 -0.171 1.125



Entry 2:
Below is a structure of composition C36H37NOP2Sr in a non-equilibrium geometry, with properties calculated with ωB97M-V with the def2-TZVPD basis set.

- Total charge: 0

Geometry (Å):
Sr (1.842690, -1.243853, -1.147645)
C (-2.127401, 1.577986, -2.494635)
C (-1.982039, 2.401088, -1.443919)
C (-3.099866, 2.657450, -0.462289)
C (-4.036688, 1.474712, -0.106374)
C (-3.535780, 0.059743, -0.119851)
C (-3.625758, -0.722960, -1.196460)
C (-4.001399, -0.234153, -2.551816)
C (-3.521572, 1.181116, -2.910620)
C (2.843339, -2.610109, 1.468094)
H (-1.307897, 1.284358, -3.164616)
H (-1.057614, 2.970288, -1.258085)
H (-3.781223, 3.446452, -0.828839)
H (-2.672309, 3.067463, 0.461203)
H (-4.392565, 1.665035, 0.912895)
H (-4.937833, 1.551565, -0.726210)
H (-3.363250, -0.353977, 0.884743)
H (-3.617641, -1.824943, -1.145529)
H (-5.101175, -0.222378, -2.662115)
H (-3.629328, -0.963177, -3.283207)
H (-3.627474, 1.307849, -3.996111)
H (-4.225750, 1.905316, -2.483108)
H (3.343540, -2.828286, 0.494887)
H (2.754382, -3.499684, 2.107943)
H (3.347257, -1.819555, 2.051343)
P (1.126160, 1.536598, 0.030283)
P (0.461790, -1.684518, 1.432474)
C (-0.400293, 1.022112, 0.782270)
C (-0.622585, -0.259483, 1.239263)
C (1.939786, 2.889784, 0.904330)
C (1.109611, 3.983707, 1.203638)
C (1.633636, 5.156528, 1.732969)
C (2.990276, 5.249628, 2.034119)
C (3.818925, 4.157951, 1.783628)
C (3.319638, 2.989828, 1.220478)
C (1.216456, 1.731776, -1.828521)
C (0.805041, 0.693478, -2.749416)
C (1.509263, 0.530348, -3.962973)
C (2.181194, 1.622147, -4.520877)
C (2.369061, 2.763542, -3.742049)
C (1.996691, 2.776567, -2.390952)
C (-0.008220, -2.369684, 3.076471)
C (0.517251, -1.649881, 4.164630)
C (0.428397, -2.144193, 5.460256)
C (-0.223714, -3.358482, 5.679511)
C (-0.780063, -4.077035, 4.619577)
C (-0.683460, -3.580811, 3.314792)
C (-0.117105, -2.945356, 0.173236)
C (0.776176, -3.915114, -0.334618)
C (0.448079, -4.751605, -1.397768)
C (-0.780015, -4.613771, -2.043582)
C (-1.694511, -3.674007, -1.558598)
C (-1.354121, -2.849494, -0.474896)
H (-1.248627, 1.692956, 0.924845)
H (-1.629452, -0.491911, 1.585668)
H (0.042731, 3.914591, 0.994264)
H (0.974071, 6.003171, 1.883695)
H (3.412170, 6.177053, 2.401381)
H (4.878864, 4.235999, 2.015894)
H (3.968553, 2.145517, 0.999270)
H (-0.023271, 0.012031, -2.453218)
H (1.526572, -0.406827, -4.522611)
H (2.525661, 1.600271, -5.553578)
H (2.847352, 3.648553, -4.185859)
H (2.343714, 3.604545, -1.748560)
H (1.036429, -0.717111, 3.955374)
H (0.878594, -1.604144, 6.291313)
H (-0.275197, -3.741342, 6.682208)
H (-1.266262, -5.035961, 4.806867)
H (-1.108124, -4.142414, 2.482917)
H (1.767506, -3.968147, 0.106914)
H (1.158966, -5.521230, -1.703958)
H (-1.009134, -5.245087, -2.898403)
H (-2.663262, -3.581368, -2.066878)
H (-2.022299, -2.053652, -0.162393)
O (6.026143, -0.820241, 0.779712)
C (5.147212, -0.662217, -0.030577)
N (4.241098, -0.500942, -0.831640)

Atomic forces in eV per Å
1.981 -0.189 1.473
-0.298 0.656 0.018
0.152 -0.109 -0.503
-0.252 0.470 -0.028
-0.171 0.485 0.410
-0.662 -0.567 0.203
-0.674 -0.406 0.392
-0.127 0.149 -0.566
-0.326 -0.002 -0.178
-0.362 -0.242 -0.010
-0.530 0.606 0.340
-0.291 -0.663 -0.110
0.378 -0.029 0.026
-0.014 -0.059 -0.178
0.022 0.010 -0.101
0.199 -0.187 0.112
0.007 -0.056 -0.711
0.326 0.758 0.296
0.242 -0.225 0.043
-0.050 0.169 -0.008
0.177 -0.061 0.115
0.252 -0.174 -0.260
0.334 -0.020 0.863
0.146 -0.077 -0.381
-0.067 -0.214 -0.537
1.994 -2.088 -0.684
1.860 -0.768 -1.255
-1.196 -1.397 0.769
-2.039 0.861 -0.512
-0.376 1.364 -0.041
0.337 0.013 -0.008
-0.033 0.037 0.143
-0.207 -0.304 -0.435
0.087 0.046 0.076
-0.873 -0.577 -0.458
-0.283 0.483 -0.722
1.028 0.197 0.817
-0.739 0.563 -0.039
0.117 0.149 0.489
-0.063 0.097 0.059
0.016 -0.193 0.398
0.214 0.288 0.264
-0.012 -0.246 -0.201
-0.251 -0.139 -0.212
0.096 0.142 -0.403
0.109 0.292 -0.106
0.286 0.320 -0.053
0.227 0.769 -0.137
0.479 -0.130 0.363
-0.104 0.208 -0.072
0.014 -0.094 0.259
0.170 0.220 -0.078
-0.368 0.102 -0.307
0.332 0.004 -0.102
-0.057 0.910 0.581
0.174 0.108 -0.019
0.063 -0.014 0.108
-0.062 -0.069 0.099
-0.184 -0.120 -0.066
-0.028 0.123 0.012
0.845 0.111 -0.107
-0.692 0.235 0.029
0.123 -0.169 0.346
-0.157 -0.483 0.336
-0.331 -0.493 -0.375
0.011 -0.130 0.143
-0.136 -0.087 -0.183
-0.066 -0.192 0.237
0.084 0.312 -0.074
0.152 0.096 0.156
-0.297 -0.329 0.159
-0.164 0.298 -0.034
-0.125 0.091 0.188
0.393 0.101 0.327
0.052 -0.429 0.028
-0.953 0.323 -1.087
-0.926 0.014 -0.473
1.066 -0.452 1.137



Entry 3:
Below is an isolated molecule of C4H3Br in a non-equilibrium geometry, with properties calculated with ωB97M-V with the def2-TZVPD basis set.

- Total charge: 0

Geometry (Å):
C (1.343732, 0.815766, 0.227502)
C (2.558810, 0.745189, -0.121073)
C (0.205145, 0.327127, 0.559164)
C (-0.716158, -0.450387, -0.454262)
Br (-2.495563, -0.455421, 0.110894)
H (-0.020060, 0.391142, 1.661379)
H (-0.227753, -1.435662, -0.631376)
H (-0.648156, 0.062245, -1.352225)

Atomic forces in eV per Å
1.741 0.657 -1.151
0.790 0.257 -0.154
-2.810 -1.708 1.356
2.574 0.067 2.172
-1.031 -0.354 0.302
-0.504 -0.294 -1.230
-0.770 0.403 0.453
0.009 0.973 -1.747



Entry 4:
Below is the ion C12H21N2O with charge +1 in a non-equilibrium geometry, with properties calculated with ωB97M-V with the def2-TZVPD basis set.

- Total charge: +1

Geometry (Å):
C (0.444938, 3.138498, -0.433377)
C (0.418737, 2.608408, -1.862585)
C (1.006449, 1.225601, -2.019515)
C (1.163228, 0.764429, -3.459646)
O (1.146857, -0.673451, -3.450341)
N (0.120374, 0.174486, -1.316697)
C (0.793396, -0.550482, -0.231177)
N (-0.115884, -1.520039, 0.383594)
C (0.426290, -2.873918, 0.291411)
C (-0.721528, -1.171520, 1.627161)
C (-1.797705, -0.257861, 1.662775)
C (-2.516381, -0.095946, 2.852654)
C (-2.106657, -0.752072, 4.022127)
C (-0.970756, -1.569554, 4.005448)
C (-0.288314, -1.783505, 2.811074)
H (0.209001, 4.207307, -0.446371)
H (-0.295710, 2.653078, 0.216016)
H (1.441317, 3.027832, 0.016249)
H (-0.600448, 2.609713, -2.282272)
H (1.019589, 3.260469, -2.512556)
H (1.965878, 1.157910, -1.493153)
H (0.312486, 1.142735, -4.053167)
H (2.116512, 1.144126, -3.863729)
H (1.418486, -1.018943, -4.318712)
H (-0.743950, 0.571989, -0.928393)
H (-0.132511, -0.523354, -2.036377)
H (1.172162, 0.190447, 0.492340)
H (1.641721, -1.076939, -0.693828)
H (-0.186398, -3.554895, 0.892952)
H (0.403093, -3.188191, -0.761183)
H (1.468064, -2.904832, 0.649813)
H (-2.099310, 0.249853, 0.744089)
H (-3.410649, 0.527229, 2.860253)
H (-2.672310, -0.641298, 4.945673)
H (-0.616745, -2.060571, 4.910426)
H (0.586679, -2.436742, 2.779021)

Atomic forces in eV per Å
-0.021 0.204 0.051
0.072 0.125 -0.380
-0.146 -0.725 0.690
-0.068 -0.200 -0.449
0.316 0.269 -0.416
-0.529 0.639 -0.807
0.191 -1.086 1.436
0.781 0.783 -0.807
0.090 -0.202 -0.109
-0.344 0.475 0.600
0.374 -0.733 0.304
0.359 0.009 0.036
0.156 -0.100 -0.250
-0.212 0.200 -0.211
-0.096 0.140 -0.213
-0.002 -0.211 0.108
0.179 0.028 -0.080
-0.250 0.003 -0.092
0.223 0.081 0.111
-0.172 -0.041 0.136
-0.125 0.019 -0.134
0.359 -0.061 0.035
-0.443 -0.033 0.105
-0.193 0.208 0.460
0.266 0.069 -0.291
-0.049 0.148 0.279
-0.186 -0.166 -0.250
-0.250 0.239 0.169
0.181 0.155 -0.309
0.046 -0.058 0.314
-0.229 -0.243 -0.029
-0.163 -0.209 0.252
0.293 -0.092 0.038
0.105 0.048 -0.256
-0.171 0.149 -0.163
-0.345 0.169 0.122



Entry 5:
Below is a structure of composition C14H23F5O8P4Ru in a non-equilibrium geometry, with properties calculated with ωB97M-V with the def2-TZVPD basis set.

- 2S+1: 2
- Total charge: +1

Geometry (Å):
Ru (-0.498202, 0.021503, -0.109540)
C (-2.006324, 3.112911, -0.173042)
P (-2.323696, 1.354755, -0.385135)
C (-3.191163, 1.205774, -1.962185)
C (-3.517791, 0.891156, 0.919504)
C (-3.633564, -0.633693, 0.980660)
P (-1.957056, -1.374281, 1.046881)
C (-2.164791, -3.073422, 0.459379)
C (-1.596155, -1.542268, 2.808468)
H (-2.930852, 3.681687, -0.275517)
H (-1.293109, 3.430157, -0.934217)
H (-1.565208, 3.284037, 0.806727)
H (-4.057084, 1.867550, -1.975208)
H (-3.504320, 0.177735, -2.139127)
H (-2.505021, 1.492227, -2.760017)
H (-4.487812, 1.363867, 0.756324)
H (-3.109929, 1.281685, 1.856077)
H (-4.138431, -1.019584, 0.091497)
H (-4.204659, -0.959681, 1.851513)
H (-2.959277, -3.557037, 1.027927)
H (-1.231391, -3.617657, 0.600308)
H (-2.412418, -3.080023, -0.601702)
H (-2.329345, -2.204167, 3.271933)
H (-1.617542, -0.564964, 3.286899)
H (-0.598520, -1.955791, 2.932757)
C (3.234915, -0.049129, -2.630856)
C (2.070111, -1.022572, -2.472405)
O (2.036122, -2.053300, -3.481257)
P (1.986980, -1.924318, -0.862063)
O (3.524634, -1.848436, -0.512005)
O (0.975627, -3.063442, -1.343445)
O (1.256634, -1.223984, 0.244028)
P (0.558950, 0.033084, -2.798437)
O (-0.761367, -0.911194, -2.480107)
O (0.685249, 0.462770, -4.191237)
O (0.418058, 1.057223, -1.665392)
H (4.187921, -0.575115, -2.595631)
H (3.220418, 0.694520, -1.833887)
H (3.137911, 0.464599, -3.586642)
H (2.418951, -1.691303, -4.289763)
H (3.759577, -2.074481, 0.405323)
H (1.377245, -3.852003, -1.746688)
H (-0.660565, -1.800023, -2.851392)
F (4.986883, 2.098974, 3.351785)
C (3.793517, 1.875574, 2.823304)
C (3.331919, 2.665951, 1.783725)
F (4.090370, 3.648294, 1.314721)
C (2.082863, 2.429883, 1.243329)
F (1.645050, 3.200921, 0.252807)
C (1.257321, 1.410277, 1.718230)
O (0.027001, 1.264958, 1.210472)
C (1.756629, 0.623660, 2.752579)
F (1.004059, -0.366417, 3.237996)
C (2.998596, 0.850476, 3.309618)
F (3.432078, 0.092077, 4.312124)

Atomic forces in eV per Å
-0.296 -0.291 -1.234
0.041 0.012 -0.061
0.104 0.020 0.269
0.104 -0.043 -0.021
-0.048 -0.043 -0.035
0.000 0.025 -0.024
-0.154 0.284 0.370
0.189 0.076 -0.111
-0.031 -0.127 0.000
0.002 0.007 0.003
0.013 0.008 0.005
0.009 -0.001 0.001
-0.020 -0.011 -0.007
-0.019 -0.001 -0.005
-0.017 -0.001 -0.026
0.000 0.008 0.008
-0.011 0.017 -0.001
-0.013 -0.002 0.000
-0.049 -0.016 -0.030
-0.012 -0.021 -0.025
-0.007 -0.017 0.008
-0.048 -0.017 0.006
-0.015 0.034 0.014
0.000 0.017 0.004
-0.014 -0.038 0.013
0.167 -0.296 0.133
-0.692 0.121 -0.080
0.345 -0.008 0.364
-1.083 3.662 -1.424
0.016 -2.006 0.442
1.386 -1.595 1.037
0.175 -0.284 -0.050
0.814 0.452 -0.294
0.220 -0.054 0.724
-0.379 -0.072 0.024
-0.023 -0.231 -0.030
-0.003 -0.030 -0.002
-0.014 0.031 -0.017
-0.008 0.036 0.011
-0.112 0.107 -0.062
0.026 0.049 -0.130
-0.202 0.180 -0.270
-0.070 -0.030 -0.015
0.129 0.023 0.059
-0.093 -0.044 -0.044
0.050 -0.042 0.078
0.028 0.056 -0.040
-0.176 -0.073 -0.014
-0.013 0.094 -0.089
0.663 -0.122 -0.243
-0.766 0.150 0.861
-0.165 0.124 -0.102
-0.026 -0.126 0.076
0.082 0.124 -0.065
0.013 -0.081 0.040



So what do the calculations give for energy above the lowest of the compared OMol25 structures with the same formula, charge and spin? Going down the list: 295.0, 129.6, 219.6, 72.1, 75.5 kJ/mol.